Entry 1:
9
Properties=species:S:1:pos:R:3:forces:R:3 method="wB97M-V/def2-TZVPD" spin_multiplicity=1 molar_mass_g_mol=92.1 homo_energy_ev=-8.84 smiles="PCC=S"
P 1.299548 0.698107 -0.571137 0.858 0.415 0.164
C 0.069865 -0.613914 -0.115017 0.386 -0.273 -3.345
C -1.192714 -0.006425 0.192699 -1.321 -1.103 -1.958
S -2.454077 0.096573 -0.825639 0.409 0.354 0.293
H 2.398487 0.159953 0.262335 -0.915 0.831 -0.362
H 0.717349 1.680722 0.288204 0.663 -0.109 0.162
H -0.092790 -1.118789 -1.147318 0.670 -0.169 2.144
H 0.555791 -1.064639 0.723295 -0.200 -1.119 0.207
H -1.301463 0.168409 1.192575 -0.550 1.173 2.695



Entry 2:
17
Properties=species:S:1:pos:R:3:forces:R:3 method="wB97M-V/def2-TZVPD" spin_multiplicity=1 molar_mass_g_mol=106.1 homo_energy_ev=-10.04 smiles=COC[C@@H](O)CO
C 2.682074 0.408801 -0.173603 0.290 0.051 -0.094
O 1.482109 0.154763 0.513187 -0.027 -0.018 0.047
C 0.405464 -0.103792 -0.360681 -0.220 0.005 -0.162
C -0.782955 -0.489927 0.499149 0.012 -0.198 -0.189
O -1.015665 0.500960 1.486780 0.217 0.056 0.179
C -2.076529 -0.606170 -0.315205 0.096 -0.364 -0.052
O -2.651313 0.656875 -0.535794 -0.027 0.154 0.113
H 3.465693 0.547739 0.573188 -0.091 0.021 -0.090
H 2.610480 1.312250 -0.797962 -0.014 -0.138 0.093
H 2.952700 -0.443967 -0.813723 -0.033 0.132 0.060
H 0.159282 0.792549 -0.952330 0.076 -0.099 0.035
H 0.657970 -0.928126 -1.049100 -0.081 0.139 0.116
H -0.561042 -1.452970 0.982185 -0.045 0.101 -0.053
H -0.148748 0.855051 1.733209 -0.153 -0.068 0.049
H -2.769367 -1.284086 0.203554 0.012 0.170 0.009
H -1.869143 -1.052173 -1.296575 0.019 0.057 0.171
H -2.541008 1.132231 0.303729 -0.032 0.001 -0.233



Entry 3:
40
Properties=species:S:1:pos:R:3:forces:R:3 method="wB97M-V/def2-TZVPD" spin_multiplicity=1 molar_mass_g_mol=438.7 homo_energy_ev="-4.31 / -2.27" total_charge=-1
C 1.649449 -2.070129 -0.188392 -0.336 -0.390 -0.504
C 1.776856 -1.813588 -1.581351 -0.657 -0.186 0.228
C 0.475456 -1.908634 -2.172650 0.297 -0.335 0.452
H 2.727952 -1.656108 -2.086465 -0.471 0.324 0.045
C -0.437818 -2.298556 -1.137607 0.708 0.193 0.363
C 0.290095 -2.410650 0.086766 0.109 0.292 -0.595
H -0.119468 -2.745507 1.047616 0.200 0.393 -0.457
H 2.478479 -2.079219 0.513734 -0.360 0.057 -0.165
H 0.247195 -1.741487 -3.219780 0.005 -0.002 0.128
H -1.496873 -2.487555 -1.225669 -0.026 0.062 -0.177
Sc 0.308563 0.019363 -0.749372 0.203 -0.769 0.087
Cl 1.747821 1.500807 -1.756768 -0.062 0.091 0.384
C 1.017139 2.339848 -4.658887 -0.456 -0.601 -0.546
C -0.209985 1.706625 -5.009899 0.473 -0.590 -0.265
C 0.099050 0.473879 -5.659719 -0.226 1.024 0.602
H -1.204653 2.106447 -4.838501 0.155 -0.082 -0.012
C 1.521228 0.348455 -5.712106 0.737 1.201 0.673
C 2.087338 1.499703 -5.089884 -0.580 -1.079 -0.759
H 3.146398 1.708250 -4.974846 -0.186 -0.064 0.018
H 1.125916 3.292601 -4.153813 -0.047 -0.137 -0.055
H -0.617476 -0.233447 -6.068517 0.102 0.138 0.077
H 2.075477 -0.467352 -6.168352 -0.102 0.135 0.116
O -3.105470 1.399946 6.420311 1.429 -0.606 -1.016
N -2.015849 0.843303 6.212502 -0.558 -0.102 2.284
O -1.320832 0.409239 7.144712 -0.636 0.476 -1.070
C -1.498816 0.645455 4.879913 0.097 -0.144 -0.916
C -2.240982 1.069470 3.772723 -0.129 -0.178 0.240
C -1.783019 0.795688 2.491298 0.319 0.516 -0.550
C -0.407399 0.393409 2.300048 -0.009 -0.014 -0.914
O 0.165914 0.421754 1.144697 -0.638 0.359 1.112
C 0.285773 -0.068573 3.457564 -0.548 -1.096 -0.143
C -0.301144 -0.056745 4.717760 0.009 0.320 0.069
N 1.449601 -0.949014 3.252489 1.768 -0.612 0.375
O 2.226922 -0.708378 2.295616 -1.679 -0.711 2.560
O 1.616365 -1.882938 4.103505 -0.336 2.237 -2.301
N -2.669906 1.116939 1.362193 0.455 0.257 0.206
O -3.675345 1.807650 1.623677 0.990 -0.908 -0.594
O -2.391469 0.690593 0.197632 -0.060 0.361 1.085
H -3.193590 1.574113 3.886987 0.114 -0.160 0.093
H 0.171126 -0.585658 5.540837 -0.069 0.329 -0.159



Entry 4:
32
Properties=species:S:1:pos:R:3:forces:R:3 method="wB97M-V/def2-TZVPD" spin_multiplicity=1 molar_mass_g_mol=228.2 homo_energy_ev=-7.10 total_charge=-1
O 0.733493 -2.750314 2.583938 0.543 0.538 1.320
C 0.894680 -1.676498 2.051516 0.003 -1.203 -3.002
N 0.657941 -1.698874 0.660332 0.256 -0.417 -1.201
C 0.169014 -0.729523 -0.202000 -2.015 3.178 0.510
O 0.212326 0.545407 0.016694 1.223 -1.661 1.131
O -0.555862 -1.095888 -1.156173 0.153 -1.806 0.114
C 1.263331 -0.347485 2.554115 -1.201 0.440 2.516
H 0.520229 -2.608276 0.197841 0.042 0.409 1.064
H 0.387667 -0.148448 3.246005 1.335 0.296 -0.201
H 1.319352 0.445701 1.868888 -0.753 0.450 -1.456
H 2.233577 -0.209932 3.005787 0.154 -0.945 0.952
H 0.154622 -1.381909 -3.487810 -0.086 0.509 -0.355
H 0.140873 -2.256669 -2.265286 1.511 0.657 -2.253
O 0.675875 -2.096368 -3.144893 -1.015 -1.750 1.904
H -2.344999 -2.163638 0.649013 -0.297 0.317 0.014
H -3.010724 -0.818563 0.306862 0.013 -0.378 0.520
O -3.032463 -1.549564 0.956415 0.391 -0.131 -0.555
H 0.606303 2.760904 -0.661204 0.369 -0.580 0.012
H 2.020270 3.126679 -0.027861 0.230 -0.546 -0.078
O 1.168329 3.448585 -0.299079 -0.599 1.350 0.035
H -2.974963 1.400095 0.952074 0.038 0.510 -1.910
H -2.179673 0.611509 1.942625 -0.453 0.127 -0.027
O -2.988917 1.137972 1.846800 0.311 -0.360 2.055
H 2.338427 1.296336 0.199509 -0.501 -0.488 0.132
H 3.047408 1.510168 -1.084072 0.022 -0.186 -0.448
O 3.204712 1.182562 -0.196273 0.373 0.327 0.195
H -2.197177 0.204872 -1.415990 0.030 0.116 -0.086
H -1.336221 0.986396 -0.474489 -0.078 0.195 -0.238
O -2.203567 1.046499 -0.944223 -0.367 0.033 0.148
H 0.203614 0.459744 -1.855890 1.351 0.806 -0.105
H 0.105084 0.544054 -3.231531 0.437 0.518 -1.038
O 0.767426 0.824474 -2.591652 -1.418 -0.325 0.331



In the order shown, the computed energy relative to the best compared isomer or geometry (same formula, charge and spin) values come out to 0.781 1.442 0.772 1.628 eV.
In the order shown, the computed strongest force on any atom values come out to 3.38 0.38 3.23 3.80 eV Å⁻¹.